(1)
{"formula": "C10H10F3NO4S", "method": "ωB97M-V with the def2-TZVPD basis set", "e_homo_ev": -10.299, "smiles": "O=C(O)CCNS(=O)(=O)c1ccccc1C(F)(F)F", "homo_lumo_gap_ev": 10.54, "species": ["H", "H", "F", "H", "C", "H", "H", "C", "O", "F", "O", "C", "F", "C", "H", "H", "C", "C", "N", "O", "C", "C", "C", "O", "H", "S", "C", "H", "H"], "positions_angstrom": [[0.20, 2.07, -0.85], [-2.45, 1.36, 0.83], [2.15, -2.27, 1.18], [-2.10, 0.23, -1.35], [1.14, 1.67, -0.51], [4.22, 2.61, 0.52], [-2.37, -1.69, 0.78], [3.54, 0.59, 0.34], [-0.25, -1.83, 0.01], [2.19, -2.39, -0.98], [-5.26, -0.56, 0.74], [2.19, 2.51, -0.17], [3.99, -2.06, 0.12], [2.49, -0.25, -0.01], [-4.84, -0.74, -1.53], [2.08, 3.58, -0.25], [3.39, 1.96, 0.26], [1.28, 0.30, -0.41], [-1.39, 0.37, -0.64], [-3.99, -0.77, -1.07], [-4.17, -0.69, 0.26], [-2.88, -0.76, 1.03], [-1.93, 0.40, 0.70], [-0.06, -0.95, -2.30], [-1.08, 0.36, 1.38], [-0.14, -0.72, -0.89], [2.68, -1.74, 0.07], [4.48, 0.16, 0.66], [-3.12, -0.75, 2.09]]}

(2)
{"formula": "C10H10MgN4S3Sb", "method": "ωB97M-V with the def2-TZVPD basis set", "e_homo_ev": [-7.794, -7.731], "multiplicity": 2, "homo_lumo_gap_ev": [7.35, 5.78], "s2": 0.76, "de_lowest_kj_mol": 15.3, "species": ["C", "H", "N", "H", "C", "C", "S", "N", "C", "H", "C", "Sb", "C", "Mg", "C", "H", "H", "N", "S", "N", "C", "C", "H", "H", "C", "S", "H", "H", "H"], "positions_angstrom": [[0.66, -3.70, 7.02], [-1.14, -3.99, 3.36], [-0.01, -1.46, 1.61], [-1.40, -2.92, 0.87], [1.43, -2.71, 7.62], [1.37, -1.44, 5.58], [-2.34, 0.89, 0.32], [2.19, -2.98, 10.07], [1.86, -2.86, 8.98], [1.63, -0.54, 5.04], [1.78, -1.58, 6.89], [-1.50, 2.34, 2.09], [0.57, -1.32, 2.78], [-0.08, 0.13, 0.24], [-0.66, -3.13, 2.93], [2.24, -1.40, -0.16], [2.25, -0.51, -1.53], [1.95, -0.52, -0.56], [-1.45, 0.77, 3.87], [0.19, -2.30, 3.63], [-0.79, -2.60, 1.69], [0.61, -2.44, 4.98], [-0.35, -4.34, 5.27], [0.37, -4.58, 7.59], [0.25, -3.56, 5.71], [0.82, 2.01, 1.45], [2.37, -0.81, 7.36], [2.45, 0.22, -0.08], [1.20, -0.48, 3.03]]}

(3)
{"formula": "C10H10N2", "method": "ωB97M-V with the def2-TZVPD basis set", "e_homo_ev": -8.818, "smiles": "c1ccncc1.c1ccncc1", "homo_lumo_gap_ev": 9.19, "de_lowest_kj_mol": 425.2, "species": ["C", "H", "C", "C", "C", "H", "C", "H", "N", "N", "C", "C", "H", "H", "H", "C", "H", "H", "C", "H", "C", "H"], "positions_angstrom": [[2.13, -1.62, 1.04], [-1.09, -1.56, -0.77], [-0.05, 0.88, -0.76], [-0.42, 0.92, 0.58], [-0.22, -1.68, -0.13], [0.19, 0.28, 1.27], [2.10, -2.13, -0.24], [3.01, -2.67, -0.72], [1.11, -1.24, 1.74], [-0.58, 1.49, -1.85], [-1.43, 2.49, -1.43], [-0.16, -1.33, 1.19], [3.10, -1.45, 1.55], [-1.08, -1.01, 1.76], [-2.00, 3.06, -2.16], [-1.86, 2.69, -0.14], [0.74, -2.83, -1.85], [-2.63, 3.43, 0.08], [0.85, -2.22, -0.85], [-1.96, 1.92, 1.92], [-1.38, 1.85, 0.87], [0.64, 0.04, -1.15]]}

(4)
{"formula": "C10H10N2", "method": "ωB97M-V with the def2-TZVPD basis set", "e_homo_ev": -9.096, "smiles": "c1ccncc1.c1ccncc1", "homo_lumo_gap_ev": 9.77, "de_lowest_kj_mol": 353.0, "species": ["H", "H", "C", "C", "H", "H", "C", "H", "H", "C", "N", "C", "C", "C", "H", "C", "N", "H", "H", "H", "C", "C"], "positions_angstrom": [[2.14, 1.09, 0.51], [-2.34, 1.46, -0.10], [0.94, -1.23, -1.91], [-1.86, 0.77, 0.58], [0.03, 1.32, 3.23], [0.99, -2.28, -2.16], [0.71, 1.28, -0.97], [0.58, -1.03, 2.84], [-2.00, -1.03, -0.57], [-0.39, 0.82, 2.28], [-0.03, -0.43, -2.50], [1.82, -0.81, -0.88], [-0.12, -0.57, 2.09], [-1.43, -0.54, 0.14], [2.47, -1.55, -0.43], [1.64, 0.54, -0.47], [-1.36, 1.54, 1.58], [0.58, 2.40, -0.92], [-0.67, -2.49, 1.11], [-0.88, 1.36, -2.56], [-0.14, 0.72, -1.97], [-0.67, -1.33, 1.06]]}

(5)
{"formula": "C10H10N2", "method": "ωB97M-V with the def2-TZVPD basis set", "e_homo_ev": -8.491, "smiles": "Cc1cc(N)c2ccccc2n1", "homo_lumo_gap_ev": 8.79, "de_lowest_kj_mol": 316.8, "species": ["C", "N", "C", "H", "N", "H", "H", "C", "H", "H", "C", "C", "C", "C", "C", "H", "C", "H", "H", "H", "H", "C"], "positions_angstrom": [[-1.86, -0.56, 0.02], [0.08, 2.73, 0.17], [-3.18, -1.03, -0.02], [4.12, 0.39, -0.26], [-0.93, -1.47, -0.08], [-0.66, 3.37, -0.10], [3.73, -2.02, 0.10], [1.38, -1.95, 0.14], [1.17, -2.98, 0.46], [-3.60, -1.09, 1.08], [-0.41, 1.33, -0.02], [3.03, -0.07, -0.02], [2.66, -1.43, -0.06], [-1.69, 0.79, 0.03], [2.04, 0.86, 0.00], [-2.54, 1.32, -0.03], [0.66, 0.33, 0.01], [2.26, 1.85, 0.31], [-3.51, -2.07, -0.25], [0.81, 3.03, -0.67], [-3.93, -0.33, -0.68], [0.37, -1.01, -0.14]]}

(6)
{"formula": "C10H10N2O2", "method": "ωB97M-V with the def2-TZVPD basis set", "e_homo_ev": -9.019, "smiles": "O=c1cc[nH]c(=O)[nH]1.c1ccccc1", "homo_lumo_gap_ev": 9.35, "de_lowest_kj_mol": 294.5, "species": ["C", "O", "C", "H", "O", "C", "H", "C", "C", "H", "H", "N", "C", "C", "H", "C", "H", "H", "H", "H", "C", "H", "N", "C"], "positions_angstrom": [[1.56, -0.13, 1.50], [-0.86, -2.09, -1.48], [1.92, 1.44, -0.56], [-2.13, -2.38, 0.63], [-1.50, 2.37, -1.01], [1.65, 1.17, 0.79], [1.19, 2.03, 1.27], [2.49, 0.26, -1.25], [-2.39, 1.04, 0.70], [-1.39, 0.05, -2.35], [1.79, 2.54, -0.92], [-1.59, 0.03, -1.38], [-2.60, -0.29, 1.09], [-1.42, -1.27, -0.84], [-3.04, -0.59, 2.07], [1.90, -1.17, 0.74], [1.77, -2.09, 1.00], [-2.96, 1.81, 1.35], [1.62, -0.27, 2.68], [2.65, -1.76, -1.11], [2.30, -0.94, -0.55], [2.88, 0.41, -2.21], [-2.15, -1.42, 0.37], [-1.70, 1.27, -0.53]]}

Number 2 is which compound?
C10H10MgN4S3Sb